17
Properties=species:S:1:pos:R:3 method="wB97M-V/def2-TZVPD" relative_energy_ev=0.503 homo_ev=-5.2 multiplicity=1 largest_force_ev_per_a=1.490 lumo_energy_ev=3.83 charge=-1
O 1.168 1.438 0.907
C 0.512 0.788 0.085
O 0.908 0.244 -1.002
C -1.030 0.670 0.254
C -1.796 1.124 -0.977
O -1.586 0.305 -2.123
H -1.401 1.146 1.164
H -1.259 -0.389 0.429
H -2.850 0.905 -0.762
H -1.648 2.173 -1.236
H -0.659 0.011 -2.099
H 1.142 -1.338 -0.914
H 0.918 -2.853 -0.847
O 1.366 -2.194 -1.389
H 2.718 -0.961 2.617
H 1.502 -0.221 2.671
O 1.995 -0.849 3.222

***

13
Properties=species:S:1:pos:R:3 method="wB97M-V/def2-TZVPD" relative_energy_ev=1.050 homo_ev=-10.9 multiplicity=1 largest_force_ev_per_a=1.120 smiles=N#CCCCO lumo_energy_ev=0.69
N -2.449 1.734 -0.709
C -1.905 0.825 -0.244
C -1.190 -0.340 0.289
C 0.115 -0.590 -0.478
C 1.199 0.421 -0.112
O 1.649 0.252 1.219
H -0.967 -0.172 1.349
H -1.859 -1.205 0.222
H 0.475 -1.597 -0.236
H -0.077 -0.566 -1.557
H 2.032 0.355 -0.826
H 0.802 1.440 -0.166
H 2.174 -0.558 1.249

***

10
Properties=species:S:1:pos:R:3 method="wB97M-V/def2-TZVPD" relative_energy_ev=2.040 homo_ev=-10.4 multiplicity=1 largest_force_ev_per_a=1.229 smiles="[H]/N=C(/C=O)OC=O" lumo_energy_ev=0.21
H 0.327 1.711 -0.851
N -0.560 1.370 -0.494
C -0.509 0.218 -0.013
C -1.782 -0.489 0.383
O -2.110 -1.242 -0.497
O 0.523 -0.727 -0.052
C 1.803 -0.306 0.051
O 2.158 0.837 0.120
H -2.444 -0.314 1.263
H 2.465 -1.179 0.078

***

67
Properties=species:S:1:pos:R:3 method="wB97M-V/def2-TZVPD" relative_energy_ev=1.475 homo_ev=-8.2 multiplicity=1 largest_force_ev_per_a=1.155 smiles="CCc1nc(N2CCN(CC(=O)NC[C@@H]3CCCO3)CC2)c(C#N)c2c1COC(C)(C)C2" lumo_energy_ev=0.47
C -3.360 2.779 -1.100
C -2.281 3.370 -1.997
C -1.040 2.527 -2.063
N -1.016 1.445 -1.313
C 0.035 0.621 -1.301
N -0.097 -0.481 -0.510
C 1.008 -1.169 0.113
C 1.236 -0.625 1.529
N 0.028 -0.815 2.310
C 0.176 -0.491 3.715
C -0.816 -1.259 4.591
O -1.026 -0.958 5.749
N -1.405 -2.286 3.955
C -2.209 -3.284 4.608
C -1.474 -4.634 4.619
C -0.107 -4.563 5.326
C 0.896 -4.618 4.172
C 0.116 -5.425 3.136
O -1.228 -5.012 3.267
C -1.078 -0.094 1.696
C -1.302 -0.630 0.283
C 1.148 0.879 -2.141
C 2.248 0.021 -2.296
N 3.168 -0.642 -2.499
C 1.137 2.047 -2.924
C 0.040 2.895 -2.876
C -0.003 4.142 -3.715
O 1.198 4.451 -4.375
C 1.882 3.336 -4.938
C 3.116 3.922 -5.622
C 1.020 2.588 -5.963
C 2.301 2.386 -3.804
H -4.228 3.433 -1.078
H -2.984 2.658 -0.088
H -3.665 1.804 -1.469
H -2.670 3.496 -3.012
H -2.004 4.365 -1.637
H 0.750 -2.231 0.176
H 1.917 -1.066 -0.472
H 1.523 0.440 1.464
H 2.054 -1.175 1.998
H 1.176 -0.788 4.049
H 0.070 0.584 3.927
H -1.088 -2.496 3.018
H -3.156 -3.400 4.072
H -2.402 -2.947 5.629
H -2.127 -5.383 5.089
H 0.023 -5.423 5.983
H -0.014 -3.655 5.918
H 1.099 -3.617 3.791
H 1.835 -5.092 4.447
H 0.201 -6.502 3.345
H 0.424 -5.240 2.106
H -0.871 0.988 1.640
H -1.975 -0.244 2.300
H -1.539 -1.697 0.328
H -2.110 -0.088 -0.204
H -0.214 5.014 -3.086
H -0.829 4.054 -4.444
H 3.666 4.540 -4.917
H 3.762 3.126 -5.982
H 2.813 4.545 -6.459
H 1.636 1.876 -6.506
H 0.594 3.295 -6.671
H 0.212 2.043 -5.479
H 2.748 1.480 -4.215
H 3.063 2.883 -3.194